1.
C46H45MnNO4PS | ωB97M-V/def2-TZVPD

Its energy relative to the best compared isomer or geometry (same formula, charge and spin) is 1.600 eV. The total energy is -109556.64304 eV. The value obtained for the gap between HOMO and LUMO (spin up / spin down) is 6.53 / 6.15 eV. The charge is -1. Its expectation value of S² is 0.76. The spin multiplicity is 2.

Atoms and positions in Å:
Mn: 0.33 -0.08 0.69
C: 1.72 -3.02 2.76
C: 1.47 -4.24 1.92
C: 1.62 -5.51 2.48
C: 1.40 -6.67 1.74
C: 1.02 -6.57 0.41
C: 0.87 -5.31 -0.16
C: 1.09 -4.15 0.57
P: 0.94 -2.48 -0.20
C: 0.00 -2.82 -1.74
C: 0.57 -2.48 -2.97
C: -0.15 -2.59 -4.15
C: -1.45 -3.05 -4.12
C: -2.03 -3.40 -2.91
C: -1.33 -3.29 -1.70
C: -2.02 -3.71 -0.42
C: 2.64 -2.17 -0.75
C: 3.65 -3.13 -0.81
C: 4.97 -2.76 -1.02
C: 5.28 -1.41 -1.15
C: 4.28 -0.45 -1.11
C: 2.92 -0.80 -0.94
C: 1.84 0.18 -0.91
H: 1.93 -3.28 3.80
H: 0.86 -2.35 2.74
H: 2.57 -2.45 2.38
H: 1.91 -5.59 3.53
H: 1.52 -7.64 2.21
H: 0.85 -7.46 -0.18
H: 0.59 -5.24 -1.21
H: 1.59 -2.12 -2.99
H: 0.31 -2.30 -5.09
H: -2.02 -3.14 -5.04
H: -3.05 -3.77 -2.89
H: -1.87 -4.78 -0.24
H: -3.09 -3.52 -0.47
H: -1.63 -3.18 0.45
H: 3.41 -4.18 -0.66
H: 5.76 -3.51 -1.05
H: 6.31 -1.11 -1.29
H: 4.52 0.60 -1.22
H: 1.04 -0.06 -1.62
H: 2.17 1.20 -1.07
C: -4.38 -0.47 0.81
C: -3.29 0.00 1.75
C: -3.86 0.58 3.03
O: -2.53 1.04 1.13
C: -2.39 -1.22 2.08
O: -2.96 -2.09 2.76
O: -1.19 -1.28 1.63
H: -5.10 0.33 0.61
H: -4.90 -1.32 1.26
H: -3.95 -0.81 -0.14
H: -4.54 1.40 2.80
H: -3.06 0.94 3.67
H: -4.39 -0.21 3.56
H: -2.65 0.99 0.18
O: 0.03 2.13 -0.18
S: -0.84 3.32 0.15
C: -0.91 3.54 1.95
C: 0.33 3.88 2.75
C: 0.17 4.72 3.85
C: 1.25 5.03 4.68
C: 2.50 4.50 4.40
C: 2.66 3.65 3.31
C: 1.59 3.33 2.50
C: 0.11 4.79 -0.36
C: -0.66 6.04 -0.02
C: -0.25 6.88 1.01
C: -1.00 7.99 1.36
C: -2.18 8.28 0.69
C: -2.60 7.46 -0.35
C: -1.84 6.35 -0.70
H: -1.33 2.58 2.27
H: -1.68 4.31 2.10
H: -0.81 5.14 4.06
H: 1.10 5.67 5.54
H: 3.34 4.73 5.05
H: 3.63 3.21 3.11
H: 1.72 2.62 1.69
H: 0.19 4.65 -1.44
H: 1.09 4.75 0.10
H: 0.67 6.66 1.54
H: -0.66 8.64 2.17
H: -2.77 9.15 0.97
H: -3.51 7.68 -0.88
H: -2.16 5.70 -1.51
N: 3.75 1.39 7.21
C: 3.24 1.15 6.21
C: 2.60 0.86 4.94
C: 3.37 0.55 3.82
C: 2.75 0.29 2.61
C: 1.36 0.30 2.44
C: 0.62 0.58 3.60
C: 1.21 0.86 4.83
H: 4.45 0.54 3.90
H: 3.38 0.08 1.74
H: -0.47 0.56 3.56
H: 0.61 1.08 5.70


2.
C46H45MnNPSb2 | ωB97M-V/def2-TZVPD

Its energy relative to the best compared isomer or geometry (same formula, charge and spin) is 0.495 eV. The total energy is -103598.30123 eV. The value obtained for the gap between HOMO and LUMO (spin up / spin down) is 8.29 / 8.12 eV. The charge is +1. Its expectation value of S² is 8.76. The spin multiplicity is 6.

Atoms and positions in Å:
Mn: -0.07 0.92 -1.16
C: -4.37 0.32 -0.21
C: -4.31 0.97 1.18
C: -3.06 1.79 1.42
Sb: -1.56 0.49 2.28
C: 0.25 1.72 2.06
C: 0.21 3.06 1.54
C: 1.25 3.95 1.70
C: 2.43 3.50 2.35
C: 2.44 2.25 2.96
C: 1.39 1.38 2.80
C: -1.91 0.98 4.32
C: -1.64 2.22 4.87
C: -2.28 2.60 6.03
C: -3.04 1.74 6.75
C: -3.31 0.45 6.24
C: -2.78 0.12 5.02
Sb: -2.52 -0.45 -1.00
C: -2.29 -2.38 -0.22
C: -1.05 -3.07 -0.51
C: -0.83 -4.29 0.12
C: -1.73 -4.79 1.06
C: -2.90 -4.12 1.34
C: -3.20 -2.88 0.74
C: -3.21 -0.91 -2.94
C: -3.86 0.09 -3.69
C: -4.48 -0.23 -4.88
C: -4.38 -1.51 -5.43
C: -3.81 -2.53 -4.71
C: -3.15 -2.18 -3.49
H: -4.68 1.04 -1.05
H: -5.10 -0.45 -0.38
H: -4.48 0.16 1.97
H: -5.12 1.74 1.29
H: -3.17 2.70 2.06
H: -2.60 2.19 0.53
H: -0.64 3.38 0.95
H: 1.28 4.89 1.22
H: 3.29 4.22 2.51
H: 3.31 1.98 3.57
H: 1.40 0.45 3.34
H: -1.03 2.91 4.36
H: -2.05 3.59 6.45
H: -3.39 2.12 7.70
H: -3.83 -0.27 6.82
H: -3.01 -0.86 4.58
H: -0.22 -2.65 -1.06
H: 0.04 -4.94 -0.08
H: -1.50 -5.67 1.67
H: -3.57 -4.51 2.11
H: -4.09 -2.36 0.96
H: -4.04 1.08 -3.43
H: -4.98 0.50 -5.47
H: -4.84 -1.59 -6.40
H: -3.76 -3.50 -5.25
H: -2.68 -2.96 -2.93
N: 0.36 -0.58 -3.06
C: 1.71 -0.47 -3.54
C: 2.04 -0.50 -4.89
C: 3.38 -0.50 -5.30
C: 4.39 -0.40 -4.35
C: 4.01 -0.30 -3.01
C: 2.69 -0.29 -2.59
P: 2.27 0.10 -0.86
C: 3.63 1.17 -0.37
C: 4.67 0.76 0.53
C: 5.78 1.55 0.73
C: 5.86 2.77 0.08
C: 4.79 3.23 -0.69
C: 3.72 2.38 -0.99
C: 2.53 -1.49 0.01
C: 1.82 -1.69 1.21
C: 1.96 -2.87 1.93
C: 2.83 -3.85 1.51
C: 3.50 -3.68 0.30
C: 3.33 -2.51 -0.44
H: -0.31 -0.40 -3.83
H: 0.17 -1.55 -2.79
H: 1.31 -0.63 -5.64
H: 3.62 -0.59 -6.33
H: 5.47 -0.32 -4.63
H: 4.79 -0.13 -2.29
H: 4.54 -0.21 0.90
H: 6.62 1.11 1.31
H: 6.79 3.40 0.08
H: 4.85 4.24 -1.13
H: 3.04 2.69 -1.73
H: 1.10 -0.93 1.55
H: 1.42 -3.02 2.92
H: 3.02 -4.72 2.15
H: 4.25 -4.44 -0.08
H: 3.88 -2.43 -1.37
C: -0.53 2.87 -1.84
H: -0.52 2.94 -2.92
H: 0.03 3.74 -1.43
H: -1.57 3.12 -1.68